--- i ---
Entry from OMol25: the ion C7H17N3P with charge +1 (ωB97M-V/def2-TZVPD).

Atoms and positions in Å:
1 C -1.868 0.308 -2.996
2 C -1.102 -0.810 -2.431
3 N -0.789 -0.941 -1.196
4 C -0.121 -2.187 -0.680
5 N 0.591 -2.009 0.519
6 C -0.210 -1.355 1.533
7 N -0.617 -0.034 1.100
8 C 0.278 1.054 1.421
9 P 2.114 0.915 0.939
10 C 2.615 2.556 1.604
11 C -1.320 -0.040 -0.125
12 H -2.002 0.182 -4.067
13 H -1.364 1.260 -2.816
14 H -2.851 0.383 -2.523
15 H -0.767 -1.596 -3.102
16 H 0.529 -2.579 -1.465
17 H -0.942 -2.898 -0.504
18 H 1.485 -1.541 0.399
19 H -1.102 -1.966 1.717
20 H 0.359 -1.272 2.458
21 H -0.095 1.963 0.938
22 H 0.223 1.207 2.504
23 H 2.496 0.176 2.069
24 H 3.704 2.580 1.682
25 H 2.172 2.737 2.584
26 H 2.304 3.340 0.909
27 H -2.344 -0.413 0.049
28 H -1.377 0.977 -0.521

The calculation puts the HOMO energy at -11.931 eV. The SMILES is C/C=[N+]1/CNCN(CPC)C1. The total charge is +1. As for the multiplicity: 1.

***

--- ii ---
Entry from OMol25: a cluster of 2 separate species, C7H17N3P in total (ωB97M-V/def2-TZVPD).

Atoms and positions in Å:
1 C -0.750 1.794 1.081
2 C 0.664 0.772 -0.575
3 C -1.822 0.933 0.326
4 C -0.322 0.552 -1.465
5 C 1.585 1.125 1.703
6 C -2.804 0.480 -1.774
7 C 2.802 -2.095 -0.140
8 N 1.026 -3.124 -1.725
9 N 0.528 1.361 0.625
10 N -1.643 0.921 -1.107
11 P 0.938 -2.106 -0.447
12 H -0.788 2.829 0.985
13 H -0.755 1.508 2.150
14 H 1.929 -3.452 -2.117
15 H 1.748 0.682 -0.840
16 H -1.585 -0.084 0.713
17 H -2.822 1.188 0.468
18 H -0.107 0.247 -2.458
19 H 2.465 0.719 1.232
20 H 1.834 2.029 2.288
21 H 1.197 0.322 2.396
22 H -3.518 1.271 -2.050
23 H -2.493 0.086 -2.780
24 H -3.441 -0.422 -1.365
25 H 3.139 -1.929 0.874
26 H 3.246 -3.022 -0.512
27 H 3.191 -1.297 -0.764
28 H 0.255 -3.329 -2.224

The calculation puts the HOMO energy (alpha / beta) at -10.460 / -10.848 eV. The total charge is +1. As for the multiplicity: 1.

***

i comes first in stability; the runner-up is 1.208 eV higher.

***

--- i ---
Entry from OMol25: the molecule C3H4Cl2O (ωB97M-V/def2-TZVPD).

Atoms and positions in Å:
1 C 0.555 0.894 -0.369
2 C -0.701 0.529 0.471
3 C 0.267 -1.304 -0.133
4 O 1.239 -0.345 -0.292
5 Cl -2.229 0.836 -0.197
6 Cl 0.302 -2.336 1.243
7 H 0.213 1.109 -1.509
8 H 1.248 1.706 0.070
9 H -0.545 0.694 1.504
10 H -0.349 -1.782 -0.787

The calculation puts the HOMO energy (alpha / beta) at -8.311 / -8.310 eV. As for the multiplicity: 1.

***

--- ii ---
Entry from OMol25: the molecule C3H4Cl2O (ωB97M-V/def2-TZVPD).

Atoms and positions in Å:
1 C 0.256 -0.696 -0.183
2 C 0.982 0.648 0.401
3 C -1.824 0.166 -0.658
4 O -1.067 -0.478 0.246
5 Cl 2.712 0.477 -0.111
6 Cl -3.354 0.416 0.067
7 H 0.233 -0.820 -1.279
8 H 0.488 -1.675 0.194
9 H 1.066 0.396 1.470
10 H 0.509 1.567 -0.146

The calculation puts the HOMO energy at -9.748 eV. As for the multiplicity: 1.

***

ii comes first in stability; the runner-up is 0.671 eV higher.

***

--- i ---
Entry from OMol25: a cluster of 2 separate species, C3H12NS in total (ωB97M-V/def2-TZVPD).

Atoms and positions in Å:
1 C 1.114 1.180 -2.064
2 N -0.276 1.456 -2.587
3 H 1.245 1.543 -1.028
4 H 1.402 0.163 -2.273
5 H 1.842 1.909 -2.539
6 H -0.353 2.464 -2.452
7 H -0.982 0.938 -1.966
8 H -0.447 0.985 -3.464
9 C 0.513 -1.885 1.163
10 S 0.217 -0.273 1.936
11 C -1.330 -0.374 2.837
12 H -0.090 -2.311 0.340
13 H 0.443 -2.626 1.992
14 H 1.577 -1.867 0.874
15 H -2.115 -0.904 2.361
16 H -1.206 -1.018 3.755
17 H -1.554 0.620 3.116

The calculation puts the HOMO energy at -11.365 eV. The total charge is +1. As for the multiplicity: 1.

***

--- ii ---
Entry from OMol25: a cluster of 2 separate species, C3H12NS in total (ωB97M-V/def2-TZVPD).

Atoms and positions in Å:
1 C 2.105 -2.626 0.163
2 N 1.348 -1.275 0.192
3 H 2.550 -2.717 -1.017
4 H 2.830 -2.418 0.913
5 H 1.416 -3.419 0.613
6 H 1.183 -0.732 1.062
7 H 0.451 -1.167 -0.239
8 H 1.966 -0.721 -0.407
9 C -1.207 0.938 -1.772
10 C -1.697 0.914 -0.371
11 S -0.451 1.129 1.006
12 H -0.250 0.386 -1.864
13 H -1.185 2.036 -2.123
14 H -1.948 0.535 -2.487
15 H -2.345 1.813 -0.208
16 H -2.273 -0.062 -0.084
17 H 0.174 1.978 0.283

The calculation puts the HOMO energy at -13.326 eV. The total charge is +1. As for the multiplicity: 1.

***

i comes first in stability; the runner-up is 0.293 eV higher.

***

--- i ---
Entry from OMol25: the molecule C3H4O2S2 (ωB97M-V/def2-TZVPD).

Atoms and positions in Å:
1 C 0.850 -2.952 -1.522
2 C 0.485 -1.156 -1.078
3 C -0.232 0.997 0.429
4 O 1.189 -3.239 -2.609
5 O 0.186 1.043 -2.463
6 S 0.467 -0.399 -2.552
7 S 0.228 -0.766 0.560
8 H 0.701 -3.581 -0.645
9 H 0.541 1.536 -0.106
10 H -0.329 1.372 1.443
11 H -1.178 1.079 -0.097

The calculation puts the HOMO energy at -8.401 eV. As for the multiplicity: 1.

***

--- ii ---
Entry from OMol25: the molecule C3H4O2S2 (ωB97M-V/def2-TZVPD).

Atoms and positions in Å:
1 C -1.206 0.253 -0.019
2 C 1.124 0.771 -0.049
3 C 1.130 -0.839 0.019
4 O -3.534 -0.698 -0.084
5 O -0.265 1.286 -0.103
6 S -0.661 -1.341 -0.062
7 S -2.936 0.649 0.007
8 H 1.539 1.305 0.895
9 H 1.577 0.949 -0.964
10 H 1.720 -1.302 -0.667
11 H 1.513 -1.033 1.027

The calculation puts the HOMO energy (alpha / beta) at -7.690 / -7.691 eV. As for the multiplicity: 1.

***

--- iii ---
Entry from OMol25: the molecule C3H4O2S2 (ωB97M-V/def2-TZVPD).

Atoms and positions in Å:
1 C -2.116 -1.489 0.251
2 O -0.764 -1.117 0.346
3 C -0.425 0.112 0.025
4 S -1.441 1.299 -0.416
5 C 1.025 0.297 0.158
6 O 1.316 1.427 0.743
7 S 2.057 -0.834 -0.390
8 H -2.143 -2.584 0.465
9 H -2.455 -1.325 -0.790
10 H -2.850 -1.022 1.065
11 H 2.277 1.485 0.829

The calculation puts the HOMO energy at -8.933 eV. The SMILES is COC(=S)C(O)=S. As for the multiplicity: 1.

***

iii comes first in stability; the runner-up is 1.358 eV higher.

***

--- i ---
Entry from OMol25: a structure of composition CH3BrO2 (ωB97M-V/def2-TZVPD).

Atoms and positions in Å:
1 C -0.180 -0.203 -0.021
2 O 0.498 0.815 -0.493
3 O -0.041 -0.333 1.314
4 Br 0.427 -1.911 -0.939
5 H -1.469 -0.175 -0.474
6 H 0.068 1.512 -0.915
7 H 0.696 0.294 1.528

The calculation puts the HOMO energy at -9.982 eV. As for the multiplicity: 1.

***

--- ii ---
Entry from OMol25: a cluster of 2 separate species, CH3BrO2 in total (ωB97M-V/def2-TZVPD).

Atoms and positions in Å:
1 C 1.890 -0.128 -0.007
2 O 0.943 0.359 0.538
3 H 2.901 -0.164 0.275
4 H 1.657 -0.778 -0.914
5 O -2.329 0.760 0.061
6 Br -3.600 -0.456 0.306
7 H -1.461 0.407 -0.259

The calculation puts the HOMO energy at -9.719 eV. The SMILES is C=O.OBr. As for the multiplicity: 1.

***

i comes first in stability; the runner-up is 1.373 eV higher.

***

--- i ---
Entry from OMol25: a structure of composition CH2I2 (ωB97M-V/def2-TZVPD).

Atoms and positions in Å:
1 I -0.848 0.300 0.215
2 I 2.513 -1.002 -0.224
3 C 0.570 -1.261 0.734
4 H 0.160 -2.252 0.537
5 H 0.682 -1.179 1.798

The calculation puts the HOMO energy at -9.453 eV. As for the multiplicity: 1.

***

--- ii ---
Entry from OMol25: a structure of composition CH2I2 (ωB97M-V/def2-TZVPD).

Atoms and positions in Å:
1 C 0.678 -0.284 0.089
2 I 0.989 -2.355 0.025
3 I 2.450 0.949 -0.073
4 H 0.077 -0.160 0.901
5 H -0.191 0.025 -0.890

The calculation puts the HOMO energy at -9.516 eV. As for the multiplicity: 1.

***

i comes first in stability; the runner-up is 0.871 eV higher.

***

--- i ---
Entry from OMol25: a cluster of 2 separate species, C3H8N3 in total (ωB97M-V/def2-TZVPD).

Atoms and positions in Å:
1 C -1.305 1.688 -1.086
2 C -1.819 0.658 -0.501
3 C 1.658 -0.904 0.581
4 N 0.520 -1.303 1.043
5 N 1.767 0.076 -0.274
6 N -1.881 -0.417 0.113
7 H -1.237 2.698 -0.811
8 H -1.043 1.717 -2.215
9 H 2.534 -1.475 1.055
10 H 0.524 -1.953 1.847
11 H -0.492 -0.937 0.832
12 H 0.872 0.577 -0.430
13 H 2.725 0.380 -0.374
14 H -2.823 -0.806 0.221

The calculation puts the HOMO energy (alpha / beta) at -9.441 / -15.188 eV. The total charge is +1. As for the multiplicity: 3.

***

--- ii ---
Entry from OMol25: a cluster of 2 separate species, C3H8N3 in total (ωB97M-V/def2-TZVPD).

Atoms and positions in Å:
1 C -1.938 0.064 1.771
2 C -1.509 -0.137 -0.612
3 C 1.501 1.139 -0.603
4 N -1.869 0.234 0.652
5 N 1.084 -0.020 -0.315
6 N 1.718 -0.991 0.216
7 H -2.118 -0.154 2.765
8 H -0.315 -0.282 -0.553
9 H -2.308 -0.940 -0.823
10 H 2.430 1.558 -0.291
11 H -1.698 0.665 -1.376
12 H 0.753 1.799 -0.972
13 H 1.483 -1.960 0.096
14 H 2.785 -0.975 0.047

The calculation puts the HOMO energy (alpha / beta) at -9.572 / -13.453 eV. The total charge is +1. As for the multiplicity: 3.

***

i comes first in stability; the runner-up is 2.792 eV higher.

***

--- i ---
Entry from OMol25: a cluster of 5 separate species, CH11NO4 in total (ωB97M-V/def2-TZVPD).

Atoms and positions in Å:
1 C 3.000 -1.922 0.476
2 N 2.122 -2.091 1.376
3 H 2.606 -2.209 -0.409
4 H 4.046 -1.621 0.587
5 H 2.293 -1.922 2.377
6 O -0.815 0.213 -2.216
7 H -1.475 0.261 -2.898
8 H -0.660 1.036 -1.885
9 O -1.214 2.526 -1.025
10 H -0.861 3.358 -1.117
11 H -1.568 2.430 -0.061
12 O -1.080 -1.038 0.104
13 H -0.306 -1.131 0.543
14 H -1.059 -0.688 -0.826
15 O -1.459 1.283 1.621
16 H -1.462 0.346 1.085
17 H -2.109 1.169 2.269

The calculation puts the HOMO energy at -10.007 eV. The SMILES is C=N.O.O.O.O. As for the multiplicity: 1.

***

--- ii ---
Entry from OMol25: a cluster of 4 separate species, CH11NO4 in total (ωB97M-V/def2-TZVPD).

Atoms and positions in Å:
1 N 2.000 0.226 -1.300
2 C 0.809 0.971 -1.492
3 O 0.284 1.560 -0.288
4 H 2.861 0.727 -1.413
5 H 1.911 -0.511 -0.622
6 H 0.946 1.784 -2.199
7 H 0.021 0.292 -1.806
8 H 0.915 2.135 0.154
9 O 0.949 -1.055 2.006
10 H 1.078 -0.135 2.158
11 H 0.075 -1.273 2.294
12 O -2.605 -2.430 0.207
13 H -2.249 -1.543 0.298
14 H -1.994 -2.959 -0.307
15 O -1.754 0.638 1.178
16 H -0.958 0.481 0.619
17 H -2.290 1.092 0.514

The calculation puts the HOMO energy at -9.917 eV. The SMILES is NCO.O.O.O. As for the multiplicity: 1.

***

ii comes first in stability; the runner-up is 0.956 eV higher.